# 1
C13H28MgO11 as an isolated structure. Source: the Open Molecules 2025 dataset; level of theory: ωB97M-V/def2-TZVPD.

Output
Frontier orbital gap (eV): 8.2
HOMO energy (Ha): -0.2821
Spin multiplicity: 1
ΔE to the lowest compared entry with this formula, charge and spin (eV): 0.104

CARTESIAN COORDINATES (ANGSTROEM)
H -16.3180 23.7603 -8.7937
H -17.5166 21.0949 -13.8378
O -20.1538 21.9556 -13.6606
C -21.9779 20.0008 -9.7226
O -22.1983 24.6217 -9.8883
C -23.3598 20.5236 -9.2976
H -17.4219 24.4129 -10.8604
H -19.9237 25.2827 -15.1132
H -19.7965 24.2789 -13.7352
H -23.9445 25.2243 -13.6498
O -21.3423 20.6900 -10.7415
Mg -20.0065 21.6599 -11.6621
H -24.0986 20.3830 -10.0854
H -20.5692 24.2225 -8.7193
H -22.0410 19.7018 -15.5990
H -23.2467 21.5931 -9.1047
H -21.1315 19.7912 -14.1141
H -18.0458 23.4449 -8.5341
C -18.5610 18.9368 -12.6756
O -18.3931 22.6273 -11.2214
H -22.0106 23.7172 -7.9616
O -18.9316 17.6801 -12.5617
C -21.0511 19.9243 -15.1916
H -20.4467 19.1173 -15.6107
O -21.2944 23.4890 -11.5679
H -16.4417 20.6643 -12.5543
C -20.2568 22.1144 -14.8458
H -22.1274 18.9629 -10.0597
C -16.8616 20.2977 -13.4919
H -20.7530 18.1886 -11.7151
H -21.3083 19.9742 -8.8533
C -21.5459 23.7827 -8.9437
H -19.6883 17.1701 -10.6671
O -19.1747 19.8822 -12.2597
C -17.3709 23.3277 -10.6658
C -20.0131 17.3874 -11.6798
O -22.9362 25.0156 -11.8467
H -16.0282 20.1655 -14.1765
H -18.4611 24.2846 -14.9372
O -17.4632 19.0137 -13.3674
C -17.1753 23.1774 -9.1404
H -23.6907 20.0741 -8.3608
H -21.3942 22.7819 -9.3449
H -22.2164 25.4914 -13.6500
C -19.5374 24.3173 -14.7946
O -20.6084 21.1650 -15.6932
C -23.0083 24.8462 -13.2575
O -20.1884 23.2474 -15.4858
H -16.9781 22.1443 -8.8341
H -16.3937 23.0560 -11.1049
H -22.7609 23.8251 -13.5446
H -20.5306 16.5201 -12.0879
C -22.0643 24.3104 -11.1460

# 2
A 2-piece molecular cluster, C4H8FIO overall. Source: the Open Molecules 2025 dataset; level of theory: ωB97M-V/def2-TZVPD.

Output
Frontier orbital gap (eV): 8.0
HOMO energy (Ha): -0.3228
Spin multiplicity: 1
SMILES: C/C=C(/C)F.OI
ΔE to the lowest compared entry with this formula, charge and spin (eV): 0.960

CARTESIAN COORDINATES (ANGSTROEM)
H -0.8264 2.3743 -0.5138
F -1.1207 -1.2478 -1.2759
H 0.1533 -2.8307 0.0171
H -0.3344 0.7065 1.2497
H -0.4924 -2.2317 1.5521
C -0.7475 0.4078 0.3010
H 1.0721 -1.6575 0.9706
I 3.6642 -0.0437 0.1158
H -2.3962 1.7134 -0.0623
H 2.3765 1.7732 -0.8505
H -1.5914 1.1283 -1.5243
O 2.2034 1.2520 -0.0603
C -0.6045 -0.8519 -0.0781
C -1.4290 1.4664 -0.5027
C 0.0729 -1.9587 0.6615

# 3
C11H8HgN2O6 as an isolated structure. Source: the Open Molecules 2025 dataset; level of theory: ωB97M-V/def2-TZVPD.

Output
Frontier orbital gap (spin up / spin down) (eV): 7.1 / 7.4
HOMO energy (spin up / spin down) (Ha): -0.1607 / -0.2079
Spin multiplicity: 2
Net charge: -1
ΔE to the lowest compared entry with this formula, charge and spin (eV): 0.392

CARTESIAN COORDINATES (ANGSTROEM)
C -0.3245 -0.1268 -3.8462
H 1.6876 -0.8485 -3.3275
C 0.6447 -0.9798 -3.0373
O -1.8285 1.6157 -3.0401
C -0.9682 0.7779 -2.7857
H 0.1600 0.4960 -4.5986
C 1.1454 2.1526 1.4780
O -3.2607 -0.0549 0.9981
N -0.6274 0.5721 1.6750
N -0.4567 0.5257 -1.5670
C -2.6219 -0.9287 1.6321
H 0.4186 -2.0456 -3.0686
C -0.3496 -1.6172 2.5325
C 0.9756 -1.3584 2.8168
H -0.8266 -2.5630 2.7413
Hg -2.0263 1.9464 -0.1215
O 1.0890 -0.9159 -0.6434
C 1.5040 -0.1188 2.4833
C -1.1266 -0.6151 1.9464
H -1.1080 -0.7015 -4.3402
C 0.6614 0.8126 1.8995
H 2.7099 3.1180 1.1123
H 2.5401 0.1240 2.6667
O 0.4499 3.0945 1.1889
C 0.4641 -0.4710 -1.5914
O 2.4920 2.2423 1.4526
O -3.0147 -2.0206 2.0604
H 1.5973 -2.1120 3.2837

# 4
C30H46BrN3P2SeSn as an isolated structure. Source: the Open Molecules 2025 dataset; level of theory: ωB97M-V/def2-TZVPD.

Output
Frontier orbital gap (spin up / spin down) (eV): 3.7 / 3.7
HOMO energy (spin up / spin down) (Ha): -0.6245 / -0.6245
Spin multiplicity: 1
Net charge: +4
ΔE to the lowest compared entry with this formula, charge and spin (eV): 3.417

CARTESIAN COORDINATES (ANGSTROEM)
H -4.5894 -3.5122 -0.5637
H -1.9745 -1.8248 -6.4514
C 0.2476 0.4468 3.0617
H -1.8294 -0.4571 -4.5464
H -3.6801 -2.2560 -6.1713
H 4.3685 -3.3533 -1.1667
C 4.9442 -0.6192 -0.7013
H -3.7112 1.4410 -2.5710
C 2.8030 -1.5405 -3.0113
C -2.2596 2.4367 -3.8405
Br -2.3480 0.9979 0.0386
N -0.8961 0.7438 3.7569
H 2.9447 0.4107 3.0595
C -4.2602 -3.3956 -1.6071
C 2.5119 -0.2889 3.7763
C -0.7772 8.1947 -7.3365
H -2.7199 1.6749 4.0300
H 0.1496 2.2114 -0.8049
N 1.1377 0.0624 4.0299
C -0.6590 7.0973 -6.4328
C -0.7751 0.3783 5.0827
H 5.6452 0.1744 -0.3983
H -2.9670 2.5175 -4.6995
H -0.4349 -5.4742 -3.3286
C -0.6532 3.7280 -5.1887
H -0.7474 -4.9799 -4.9984
H 3.0517 -0.2187 4.7267
H -1.8904 2.0627 2.5138
H 0.8572 -4.8087 -4.3207
C -0.0049 2.7412 -2.9429
H 1.0337 -0.4703 6.1139
C -0.7018 4.6072 -6.0270
H 3.4741 -4.5454 -0.2170
P 2.1496 -1.1409 -1.3747
H -5.0586 -2.8667 -2.1318
H 2.0019 -2.1124 -3.5763
H -0.0207 -2.5974 -4.3468
H -4.2079 -4.4092 -2.0239
C -2.9077 -1.5218 -5.9612
H 5.2711 -0.9665 -1.7007
H 2.8408 -2.3502 0.6415
H 4.3584 -0.1660 -3.5958
C 3.3564 -3.7265 -0.9461
H 5.0633 -1.4432 0.0234
H -3.1765 -0.5641 -6.4126
C -2.6764 1.8825 -2.6228
C -0.4852 -3.2804 -3.6203
H -3.4772 -0.7374 -3.9825
C -1.8075 1.8783 -1.5096
H -1.3209 4.6670 -8.7167
H -0.6277 9.2287 -6.9995
C -0.5202 2.3306 -1.6737
H 2.7497 0.5706 -3.5600
H -2.2073 -3.2376 -1.0485
C -0.2092 -4.7181 -4.0842
H 3.5132 0.8844 -1.3101
H -0.4252 7.3311 -5.3881
C -2.6241 -1.2319 -4.4739
H -2.9802 -1.6573 -1.3304
H 3.1942 -0.5317 -4.8840
H -1.4825 6.6948 -10.1533
C 3.3018 -0.3383 -3.8121
H -2.6825 0.4907 2.7180
C -0.9572 2.9605 -4.0097
H 1.0196 3.0769 -3.0179
C -1.1516 5.6429 -8.2636
C 0.5143 -0.0699 5.2506
C -1.2517 6.7851 -9.0890
H 2.5966 -1.3059 3.3812
H -1.6024 0.4830 5.7780
H 3.6251 -2.2952 -2.8893
H 3.2330 0.2475 0.3174
C -2.8818 -2.6818 -1.7281
C -2.1170 1.2735 3.2137
H 1.4517 -3.0783 -0.1622
H 2.9290 -4.1635 -1.8612
C 2.4474 -2.6377 -0.3503
H 0.0002 -3.1120 -2.6367
P -2.2396 -2.7234 -3.4706
C -0.8310 5.7573 -6.8870
N -1.0700 8.0234 -8.6306
Sn 0.2223 0.5660 -4.2382
Se 0.6196 0.3801 1.3130
C 3.5278 -0.0387 -0.7078

# 5
C4H7N3 in the gas phase. Source: the Open Molecules 2025 dataset; level of theory: ωB97M-V/def2-TZVPD.

Output
Frontier orbital gap (eV): 9.4
HOMO energy (Ha): -0.3236
Spin multiplicity: 1
ΔE to the lowest compared entry with this formula, charge and spin (eV): 2.485

CARTESIAN COORDINATES (ANGSTROEM)
C -0.8847 -0.4691 -0.0125
H -3.0412 -0.6251 -0.1842
H -2.4725 0.8187 0.6704
N 2.0742 -0.5087 0.3473
H 1.8014 -1.3913 -0.1038
N 4.2357 0.6185 -0.2736
C -2.2672 0.1430 -0.1686
H -0.3355 1.5536 0.1835
C 3.2806 0.0353 0.0262
H -0.8370 -1.1064 0.8781
H -2.3294 0.7231 -1.0959
N 0.0604 0.6257 0.1647
C 1.3357 0.6624 0.4534
H -0.6207 -1.0797 -0.8852

# 6
C11H13NS2 in the gas phase. Source: the Open Molecules 2025 dataset; level of theory: ωB97M-V/def2-TZVPD.

Output
Frontier orbital gap (eV): 8.8
HOMO energy (Ha): -0.3021
Spin multiplicity: 1
SMILES: CSC(=S)NC1Cc2ccccc2C1
ΔE to the lowest compared entry with this formula, charge and spin (eV): 0.000

CARTESIAN COORDINATES (ANGSTROEM)
H -0.0808 2.2308 2.7421
H 4.9325 -2.9140 -1.8863
H -3.8401 1.2823 -0.3621
H 3.5965 -3.9754 -1.5454
H -1.4184 1.0958 -2.1453
C -0.6565 1.3069 0.7978
C -1.7408 1.0396 -0.0183
H 1.2653 0.3565 0.8326
C -1.2910 0.4061 -1.3056
H -1.9111 -0.4859 -1.5218
H 1.2531 1.7292 -0.1605
C -2.1687 2.4304 2.3477
C -0.8631 2.0195 2.0036
C -3.0054 1.4694 0.3210
C 4.0829 -3.0676 -1.2218
S 1.3906 -3.5550 0.2065
C 0.1910 0.0347 -1.0111
N 0.3040 -1.3849 -0.6125
H -2.3872 2.9557 3.2536
H -0.4527 -1.7723 -0.0386
H 0.7752 0.2468 -1.8891
H -4.2381 2.4565 1.7640
S 3.0054 -1.5757 -1.3553
C 0.6321 0.8736 0.1749
C -3.2311 2.1504 1.5090
C 1.4483 -2.1580 -0.6762
H 4.4082 -3.1952 -0.2029

# 7
A 5-piece molecular cluster, C4H20NO5S overall. Source: the Open Molecules 2025 dataset; level of theory: ωB97M-V/def2-TZVPD.

Output
Frontier orbital gap (spin up / spin down) (eV): 2.4 / 9.3
HOMO energy (spin up / spin down) (Ha): -0.0876 / -0.3469
Spin multiplicity: 2
ΔE to the lowest compared entry with this formula, charge and spin (eV): 2.343

CARTESIAN COORDINATES (ANGSTROEM)
H 0.5841 -0.4554 0.5530
S 0.8717 -1.3755 3.3028
H -0.1683 1.3208 2.0816
C -0.6666 -0.3913 3.1820
H -3.7245 0.7420 -1.9899
H -1.2855 -1.9942 1.1874
H 0.6299 -2.2606 2.3273
N -0.5649 0.8606 -0.4899
H -1.4277 0.7882 -1.0607
H 2.5115 2.2704 0.9077
H -1.7897 0.9847 1.8348
O 2.7851 -0.6778 -2.2296
O 1.9847 1.8348 0.2245
C -1.2231 -1.4141 0.2576
H 1.8058 0.7388 -2.5765
H 2.8768 -1.3315 -2.9506
H 1.4689 2.3431 -2.6741
H 0.1627 0.7343 -1.2200
H -0.5590 0.3031 4.0074
H 3.6577 -0.7964 -1.8175
H -0.5488 1.8102 -0.1406
H -3.0099 -0.4923 -2.4786
C -0.8323 0.4566 1.9273
C -0.4451 -0.1606 0.6035
O 1.1577 1.4608 -2.4412
H -2.2110 -1.3131 -0.1771
H -1.4575 -1.1218 3.3283
H 0.3094 -2.4876 -0.4657
O -0.5944 -2.2584 -0.7092
H 2.6340 1.6691 -0.4778
O -2.9318 0.2131 -1.8262

# 8
A 10-piece molecular cluster, C35H95N5O10 overall. Source: the Open Molecules 2025 dataset; level of theory: ωB97M-V/def2-TZVPD.

Output
Frontier orbital gap (eV): 9.3
HOMO energy (Ha): -0.3211
Spin multiplicity: 1
SMILES: COC[C@H](C)N.COC[C@H](C)N.COC[C@H](C)N.COC[C@H](C)N.COC[C@H](C)N.CC(C)O.CC(C)O.CC(C)O.CC(C)O.CC(C)O
ΔE to the lowest compared entry with this formula, charge and spin (eV): 0.362

CARTESIAN COORDINATES (ANGSTROEM)
H 3.3535 -5.5040 1.2836
N 1.4644 0.3574 -4.0021
H -1.4267 -2.6980 -6.4418
H -5.6830 -0.3316 1.8506
N 6.3634 3.4124 -3.2379
C -1.0377 4.2960 2.1326
C -2.8738 0.1845 -2.9966
H -1.3128 -4.5382 -2.0893
H -2.2347 -6.0653 -0.5915
C -3.9830 1.4015 1.1204
H -0.1361 5.4233 -3.9673
C 2.8905 -1.3095 -2.9661
H 0.6492 0.4719 -4.6036
H -1.7815 -3.3526 -4.8250
H 2.2348 4.1913 -0.6590
H -1.0568 -3.0808 4.3548
H 5.6741 -4.1390 1.1852
H -3.6960 -0.3840 -3.4378
H 0.5330 4.2526 -2.7768
H 3.5969 3.7515 0.2996
H 3.6225 -0.5198 -2.9411
O -2.1445 -3.9683 -0.2768
C 0.3768 4.4498 2.5460
H -4.3333 -4.8232 -1.3256
H -1.9980 -0.4706 -2.9950
H 3.1724 -1.9239 0.1249
H 4.0028 -3.4426 2.6058
H -4.7324 1.6943 1.8893
C -4.2305 -5.3206 -0.3367
O -3.3242 0.6878 -1.6543
C 3.2730 4.4843 -0.4487
H -4.7476 -4.9866 1.6658
C -5.0439 -4.5668 0.6913
H -0.8801 5.0491 0.0774
H 1.1211 -3.0308 -3.9705
C 4.8987 3.2184 -3.4710
H 1.5520 0.6708 1.6498
H -2.8976 5.3701 -4.3354
N -4.6078 -6.7783 -0.4234
H 3.7285 -1.2071 1.7048
H 2.6124 1.2866 0.2608
O 1.8803 -4.6022 2.2665
C 3.7998 -3.3723 1.5142
H 3.7127 1.8877 -4.7323
H -2.8947 -3.6749 -2.2069
H -3.8030 2.3193 0.5807
H -3.2503 0.0373 4.1808
H 2.4743 -1.4218 -1.9536
H 1.0439 -6.3199 1.3455
H -0.1647 -2.7574 2.8911
H -2.9001 -0.8019 -0.4044
C 2.8515 -4.5469 1.2350
H -0.2103 3.6678 -4.3277
H 4.5664 2.4423 -1.5109
C -3.7510 -0.2724 -0.7720
O 0.7401 2.0530 -1.2712
H 2.2250 -1.1543 -5.0647
H -2.5216 2.8422 -1.7849
C 0.0195 -0.0718 -0.3051
H -4.7432 -3.5392 0.7262
H -0.2408 -3.8011 -5.7309
H -0.1169 -0.5951 0.6569
C 0.7283 -5.4071 1.8757
H -4.2086 -7.2314 -1.2243
C 2.5068 1.2594 6.5652
H 0.9950 4.7004 1.6812
H 0.7358 3.4814 2.8906
C -1.9255 -3.7287 -1.6707
C 0.6893 -2.0090 -3.9454
H -1.8128 4.9884 -2.0652
H -4.4697 -1.0137 -1.1652
O -0.2361 -1.8551 -4.9970
H 3.0392 2.8323 -2.3805
O 1.7253 0.9513 7.7330
H 0.7613 -0.6617 -0.8418
H 6.7465 2.5191 -2.8512
N -5.0366 -0.7669 1.1506
H 0.0372 -4.8437 1.2039
H 0.7372 1.5705 5.3533
O -1.7335 2.9271 -2.3218
H -5.4936 0.7137 -0.0900
H -2.4998 5.0052 0.7274
H 5.4033 -2.6334 0.5220
C 4.7357 2.0630 -4.4194
H -2.6251 -5.5045 1.0086
H -1.8314 -0.4403 5.2156
N 5.0219 -3.5230 0.6641
H 2.1715 1.2155 4.4543
C -0.6505 -2.2892 3.7269
C 0.4868 1.3498 -0.0472
O 4.0139 4.3988 -1.5511
C 2.9066 2.7299 6.6623
C 3.1928 -2.0405 1.2276
H -6.1234 -4.5944 0.5705
H -1.3774 6.2832 1.2515
H 3.3829 -2.2585 -3.1538
H 0.0441 -1.6255 4.2774
H -2.6478 1.0452 -3.6066
C 4.0528 3.1018 -2.1793
H 1.3952 -0.1110 5.2084
H 4.5006 4.0726 -4.0146
H -2.2856 -2.1472 1.5003
H 3.6240 2.9945 5.9297
H -1.6902 4.9919 3.9441
H 3.3651 0.6051 6.5502
H 5.4763 2.1706 -5.2497
H -0.1263 2.2522 -1.6312
H 1.3875 0.0861 7.6059
H -0.3417 1.8359 0.4674
H 2.3051 -4.4162 0.2952
H -3.1482 1.0150 1.7312
H 5.0788 1.1032 -3.9663
H 1.7003 2.4340 1.2705
H 2.1764 -2.0447 1.6531
H 0.2512 -5.6778 2.8137
C -0.2515 4.4148 -3.5163
H -3.1903 -1.6005 4.8602
C -1.6440 4.2721 -2.8724
H -1.3116 -0.6023 2.6538
H 1.3215 0.7857 -3.0796
H -5.5875 -6.9599 -0.4443
H -3.7280 4.1274 -3.4769
C -2.5342 -0.8050 4.4293
C -1.7602 -1.3966 3.2476
H 6.5427 4.1198 -2.4985
H -4.2535 -1.2783 1.5790
H 3.4387 5.4807 -0.0191
C 1.7069 1.4078 0.8610
H 0.1765 -1.8986 -2.9671
O -2.0326 4.4641 3.1936
C -4.5670 0.3385 0.2901
H 2.0367 3.3737 6.5561
H -2.4307 3.6380 -4.6180
H 3.3821 2.8131 7.6244
C -0.9427 -2.9947 -5.4985
C 1.8552 -0.9896 -4.0482
C -2.7249 -5.2617 -0.0425
C 1.6414 0.9667 5.3365
H -1.1763 3.2694 1.8184
H -0.9507 -0.0300 -0.7819
H 0.4389 5.2317 3.3249
C -2.7300 4.3662 -3.8872
H -1.3655 -2.7891 -1.7384
C -1.4556 5.2367 0.9499
O -2.6900 -2.1038 2.4037